No. 1
The following is a quantum chemistry calculation of a molecular structure, C7H14HfN3O in a non-equilibrium geometry, from the Open Molecules 2025 dataset.

XYZ file:
```
26
Properties=species:S:1:pos:R:3:forces:R:3
C -1.56109 -0.09706 -3.98844 -0.2 0.4 0.0
Hf -0.93863 -0.27766 -1.87483 -1.5 -0.9 -1.5
N -2.91852 0.82688 -1.37982 -0.3 0.8 0.3
H 0.66476 -0.31891 -2.49646 1.9 0.2 -0.4
H -1.67995 -1.84861 -1.82961 -0.3 -1.2 0.4
H -0.99187 -0.78616 -4.63800 -0.2 0.2 0.3
H -1.32534 0.91786 -4.33991 -0.1 0.0 -0.2
H -2.63769 -0.27310 -4.17029 0.3 0.0 0.0
H -2.74767 1.75066 -0.96528 -0.5 -0.2 -0.2
H -3.49472 0.28376 -0.72747 0.1 0.2 -0.2
H -3.48267 0.96882 -2.22471 0.3 0.0 0.2
N 3.61965 -0.92245 3.05094 -0.8 0.1 -1.1
C 3.03189 -0.96626 1.80995 1.7 -0.8 0.3
O 3.57576 -1.52628 0.86491 -1.0 0.7 0.7
C 1.69994 -0.29053 1.67026 -0.6 0.1 -0.3
C 1.01917 0.37046 2.70659 0.0 -0.2 -0.7
C -0.22673 0.94913 2.44759 -0.3 0.1 -0.3
C -0.77394 0.86823 1.16590 1.2 -0.6 0.2
N -0.12136 0.21272 0.16599 0.8 0.6 1.4
C 1.10764 -0.35378 0.40367 -1.1 0.6 0.2
H 4.50927 -1.38631 3.14510 -0.1 0.1 0.2
H 3.16301 -0.48773 3.82937 0.3 -0.1 0.2
H 1.45723 0.43519 3.70546 -0.3 0.1 -0.4
H -0.78351 1.46281 3.22813 0.2 -0.1 -0.1
H -1.73359 1.31906 0.91234 0.3 -0.1 0.3
H 1.56897 -0.83072 -0.47138 0.1 0.1 0.6
```
Forces are in eV/Å.

## Properties
**Orbital gap**: 8.2 eV
**Relative energy (zero: lowest compared OMol25 entry of this formula, charge and spin)**: 0.0 kcal/mol
**Net charge**: +1


No. 2
The following is a quantum chemistry calculation of a gas-phase ion, C7H14N (charge +1) in a non-equilibrium geometry, from the Open Molecules 2025 dataset.

XYZ file:
```
22
Properties=species:S:1:pos:R:3:forces:R:3
C -0.36481 3.94630 -0.24997 -0.1 0.7 -0.2
C -0.18556 2.69626 -0.64445 -0.6 0.1 -0.2
C -0.02051 1.54534 0.29588 0.3 -0.3 0.9
C 0.43301 0.20280 -0.20111 0.3 -0.1 -0.8
C 1.16931 0.07504 -1.30549 -0.1 0.5 -0.1
C 0.19718 -0.99737 0.68390 -0.4 0.2 0.8
C -0.30782 -2.18264 -0.15175 1.8 0.5 0.3
N -0.67752 -3.30513 0.81774 0.8 1.1 -1.0
H -0.54805 4.73969 -0.96384 0.0 -0.2 -0.2
H -0.37069 4.33521 0.76176 0.1 -0.5 0.2
H -0.26797 2.49430 -1.70642 0.1 -0.1 0.0
H -0.87989 1.39954 0.96034 -0.1 0.3 -0.2
H 0.81836 1.81560 0.95837 -0.3 0.1 0.2
H 1.83055 -0.74479 -1.56364 -0.5 -0.4 0.0
H 1.21440 0.91032 -1.99296 0.3 0.1 0.1
H -0.49978 -0.80656 1.51464 -0.3 0.4 -0.4
H 1.11540 -1.20161 1.25223 0.1 -0.5 -0.4
H -1.08502 -1.92201 -0.85603 -0.5 -0.1 0.3
H 0.56046 -2.48029 -0.73715 -0.3 -0.6 -0.1
H -1.49623 -2.96598 1.31601 -0.3 -0.7 0.2
H -0.75297 -4.21102 0.35969 -0.6 -0.1 0.1
H 0.11815 -3.34298 1.45225 -0.1 -0.2 0.4
```
Forces are in eV/Å.

## Properties
**Orbital gap**: 8.4 eV
**SMILES string**: C=CCC(=C)CC[NH3+]
**Relative energy (zero: lowest compared OMol25 entry of this formula, charge and spin)**: 30.7 kcal/mol
**Net charge**: +1


- Which value of orbital gap does entry 2 give?
  8.4 eV